1.
Computed, not measured: C56H34CaF15GeN2O3P2S2 as an isolated structure at a distorted geometry, with ωB97M-V/def2-TZVPD.

Structure (XYZ):
```
116
Properties=species:S:1:pos:R:3:forces:R:3
Ca 1.0962 1.3760 0.5997 -0.46 -1.29 -0.54
C -0.1138 1.9168 4.0266 -0.06 -0.10 -0.04
P -1.7924 1.9022 4.8713 0.02 -0.03 0.02
C -2.9426 1.0207 3.7430 0.05 0.02 -0.02
C -4.1785 0.6361 4.2717 -0.02 0.03 0.04
C -5.1209 -0.0141 3.4933 0.01 0.00 0.05
C -4.8461 -0.2965 2.1609 0.00 -0.01 -0.03
C -3.6300 0.0883 1.6242 -0.01 0.00 -0.03
C -2.6902 0.7512 2.4039 -0.13 -0.04 0.07
C -1.5600 0.5770 6.1176 0.02 0.00 -0.01
C -1.3489 0.9461 7.4435 0.00 -0.01 -0.01
C -1.1113 -0.0125 8.4210 0.00 -0.01 0.00
C -1.0965 -1.3566 8.0786 0.00 0.00 0.00
C -1.3108 -1.7376 6.7598 0.00 -0.01 -0.01
C -1.5333 -0.7786 5.7844 0.00 0.02 0.01
C 0.5447 0.6197 3.6741 0.04 -0.06 0.15
C 1.2037 -0.2395 4.5394 -0.07 0.03 -0.09
C 1.5241 -1.3956 3.7896 0.12 0.07 0.00
C 1.0752 -1.1506 2.5056 -0.11 -0.23 0.01
C 0.9582 -2.1018 1.3649 0.11 -0.12 0.07
P -0.7926 -2.7302 1.2667 -0.09 0.02 -0.18
C -0.6533 -4.4288 1.9566 0.02 0.00 -0.06
C 0.3885 -5.3082 1.6588 -0.01 0.00 -0.03
C 0.4272 -6.5769 2.2137 0.01 -0.01 0.01
C -0.5788 -6.9899 3.0798 0.00 0.01 0.00
C -1.6189 -6.1274 3.3865 0.00 0.01 0.01
C -1.6515 -4.8546 2.8281 -0.01 0.01 0.02
C -0.8789 -3.0572 -0.5459 0.01 0.01 -0.09
C -0.6437 -1.9621 -1.3867 -0.15 -0.12 0.16
C -0.6912 -2.0918 -2.7659 -0.12 0.14 0.00
C -1.0206 -3.3144 -3.3378 -0.01 0.02 0.06
C -1.2874 -4.4005 -2.5166 0.01 -0.01 0.02
C -1.2088 -4.2764 -1.1339 -0.05 0.03 -0.01
N 0.4758 0.0685 2.4158 -0.23 0.34 0.27
H 0.5044 2.4690 4.7406 -0.03 0.01 0.02
H -0.2282 2.5811 3.1659 0.01 0.00 -0.08
H -4.3962 0.8377 5.3153 0.00 0.00 0.00
H -6.0679 -0.3096 3.9287 0.00 0.00 0.00
H -5.5705 -0.8240 1.5522 0.00 0.01 0.00
H -3.3906 -0.1589 0.5977 0.01 -0.01 -0.01
H -1.7387 1.0017 1.9750 0.20 0.03 -0.09
H -1.3727 1.9969 7.7108 0.00 0.00 0.00
H -0.9446 0.2904 9.4475 0.00 0.00 0.00
H -0.9143 -2.1078 8.8375 0.00 0.00 0.00
H -1.2789 -2.7846 6.4833 0.00 0.01 0.00
H -1.6681 -1.0826 4.7527 0.00 0.01 0.02
H 1.3934 -0.0641 5.5881 -0.01 -0.01 0.02
H 2.0154 -2.2952 4.1334 0.00 0.03 0.00
H 1.6612 -2.9258 1.4940 -0.01 -0.03 -0.10
H 1.1803 -1.6414 0.3971 0.03 -0.06 0.14
H 1.1728 -5.0009 0.9771 0.00 0.00 -0.01
H 1.2430 -7.2467 1.9711 0.00 0.00 0.00
H -0.5471 -7.9811 3.5148 0.00 0.00 0.00
H -2.4030 -6.4396 4.0651 0.00 0.00 0.00
H -2.4586 -4.1736 3.0743 0.00 0.00 0.00
H -0.3742 -0.9999 -0.9568 -0.18 -0.24 -0.17
H -0.4410 -1.2420 -3.3961 -0.14 -0.12 0.22
H -1.0526 -3.4207 -4.4146 0.01 0.00 -0.02
H -1.5417 -5.3592 -2.9521 0.00 -0.01 -0.01
H -1.4025 -5.1416 -0.5137 0.00 -0.04 0.05
N -1.0749 1.4792 -0.7522 0.05 0.02 0.24
C -2.1085 1.4793 -1.2471 0.08 -0.03 -0.13
C -3.3831 1.4617 -1.9012 -0.11 0.01 -0.01
C -3.9390 0.2418 -2.2830 0.10 -0.12 0.04
C -5.1739 0.2305 -2.9071 -0.01 0.02 -0.02
C -5.8433 1.4234 -3.1469 0.01 0.00 0.01
C -5.2837 2.6348 -2.7630 -0.01 0.00 -0.02
C -4.0502 2.6622 -2.1358 0.01 -0.03 -0.01
H -3.4042 -0.6828 -2.0873 -0.01 0.09 -0.03
H -5.6130 -0.7116 -3.2060 0.00 0.00 0.00
H -6.8092 1.4086 -3.6349 0.00 0.00 0.00
H -5.8090 3.5612 -2.9517 0.00 0.00 0.00
H -3.6004 3.5953 -1.8269 0.02 0.02 0.00
F 1.3115 -1.3734 -4.7308 0.22 -0.02 -0.14
C 2.6226 -1.3869 -5.0138 0.03 0.02 0.02
C 3.4453 -0.3909 -4.5122 -0.05 -0.06 0.02
C 4.7859 -0.4880 -4.8332 -0.02 0.05 -0.03
F 5.6672 0.4166 -4.3806 0.01 -0.01 0.00
C 5.2928 -1.5065 -5.6233 0.00 -0.02 -0.02
F 6.5962 -1.5643 -5.9152 0.00 0.00 0.00
C 4.4372 -2.4754 -6.1117 0.02 0.01 -0.01
F 4.9083 -3.4629 -6.8755 -0.01 0.02 0.02
C 3.0891 -2.4183 -5.8058 -0.04 -0.01 0.00
F 2.2631 -3.3574 -6.2765 0.00 0.01 0.00
Ge 2.6809 0.8893 -3.2083 0.04 0.11 -0.04
S 2.0611 -0.2299 -1.5124 0.30 0.23 -0.07
C 1.1844 1.8654 -4.0964 0.07 0.00 -0.08
C 0.7090 1.7209 -5.3875 -0.06 0.02 0.10
F 1.2902 0.8770 -6.2477 0.05 -0.07 -0.07
C -0.3681 2.4464 -5.8696 -0.01 0.01 0.00
F -0.8094 2.2723 -7.1201 0.01 -0.01 0.01
C -0.9855 3.3745 -5.0516 -0.03 0.01 -0.02
F -2.0231 4.0834 -5.5043 0.04 -0.03 0.02
C -0.5088 3.5815 -3.7704 -0.07 0.04 0.01
F -1.0761 4.5089 -2.9925 -0.04 -0.02 0.02
C 0.5632 2.8311 -3.3262 -0.03 -0.01 -0.14
F 1.0396 3.1002 -2.1092 -0.02 0.01 0.30
C 3.9709 2.3713 -2.9792 0.06 -0.10 -0.02
C 4.5881 2.6901 -1.7826 -0.04 -0.02 0.02
F 4.3947 1.9477 -0.6962 0.06 0.02 -0.07
C 5.4396 3.7767 -1.6606 0.02 0.02 0.06
F 6.0136 4.0676 -0.4923 -0.01 -0.01 -0.04
C 5.7004 4.5647 -2.7637 -0.01 0.00 0.00
F 6.5196 5.6128 -2.6604 0.00 0.00 0.00
C 5.1171 4.2630 -3.9828 -0.01 0.02 0.01
F 5.3817 5.0178 -5.0559 0.01 0.01 -0.01
C 4.2724 3.1758 -4.0639 -0.04 -0.01 -0.01
F 3.7423 2.8910 -5.2709 0.01 0.00 0.01
C 2.3829 4.9569 2.4627 -0.05 -0.09 0.02
S 2.1467 3.8200 1.1315 0.33 0.87 0.16
O 2.7796 2.5507 1.5330 0.28 0.28 0.10
O 2.7158 4.4128 -0.0533 0.04 0.11 0.06
O 0.6875 3.5767 1.0292 0.04 0.36 -0.04
H 3.4434 5.1915 2.5115 0.01 -0.02 0.00
H 2.0462 4.4882 3.3844 -0.02 0.00 0.00
H 1.8012 5.8495 2.2462 0.01 0.01 -0.01
```
Forces are in eV/Å.

## Properties
Charge = -1
Energy relative to the best compared isomer or geometry (same formula, charge and spin) = 19.1 kJ/mol

Here are the Löwdin charges for atoms 1 to 8, given in e:
1. Ca 1.172
2. C -0.300
3. P 1.055
4. C -0.392
5. C -0.122
6. C -0.099
7. C -0.098
8. C -0.094


2.
Computed, not measured: C56H39MoN6O2S as an isolated structure, with ωB97M-V/def2-TZVPD.

Structure (XYZ):
```
105
Properties=species:S:1:pos:R:3:forces:R:3
Mo -0.7304 -0.1335 0.2048 0.26 0.41 -0.09
C 4.9714 1.4075 -4.7919 0.01 0.00 0.00
C 3.6166 1.6072 -5.0300 -0.02 0.00 0.00
C 2.6968 1.3888 -4.0192 0.03 0.01 -0.02
C 3.1265 0.9350 -2.7683 -0.04 -0.05 0.03
C 4.4891 0.7412 -2.5348 0.04 0.00 -0.02
C 5.4073 0.9842 -3.5442 -0.02 0.00 0.00
C 2.1351 0.6744 -1.7078 -0.06 0.20 0.01
C 2.1159 -0.5016 -1.0387 -0.08 -0.18 0.12
C 2.9947 -1.6292 -1.2450 -0.02 0.06 -0.02
C 2.7765 -2.4964 -0.2360 -0.03 0.04 0.02
C 1.7513 -1.9189 0.5919 0.04 -0.14 0.14
C 1.3680 -2.4563 1.8635 0.09 0.03 -0.14
C 2.1587 -3.5788 2.4243 -0.03 0.10 -0.01
C 1.5349 -4.7861 2.7296 -0.01 -0.03 0.04
C 2.2726 -5.8317 3.2650 0.01 0.01 0.00
C 3.6291 -5.6698 3.5059 0.01 -0.02 0.01
C 4.2545 -4.4654 3.2075 -0.03 0.02 -0.01
C 3.5247 -3.4224 2.6615 0.01 -0.04 -0.01
C 0.3425 -1.9177 2.5688 -0.15 0.04 0.15
N -0.5971 -0.9878 2.0857 0.10 -0.14 0.06
C -1.5076 -0.8466 3.0964 0.11 -0.11 0.12
C -2.7102 -0.1479 2.9719 -0.08 0.05 -0.09
C -3.8113 -0.3647 3.9453 0.03 0.02 0.00
C -4.3028 -1.6452 4.1891 -0.02 -0.02 0.02
C -5.3294 -1.8361 5.1012 0.01 0.01 0.00
C -5.8692 -0.7502 5.7764 -0.01 0.01 0.00
C -5.3781 0.5281 5.5457 0.01 -0.02 0.00
C -4.3503 0.7205 4.6359 -0.02 0.00 0.00
C -2.8777 0.7098 1.9189 -0.04 0.05 0.07
C -4.2249 1.1196 1.3882 -0.05 0.06 0.00
C -3.8913 2.2427 0.4731 0.07 0.07 -0.02
C -2.5580 2.2931 0.3798 0.07 0.00 0.00
N -1.9201 1.2252 1.1038 -0.11 0.03 0.02
C -1.7667 3.2635 -0.3442 -0.10 -0.08 0.04
C -0.4940 2.9404 -0.7186 0.03 -0.04 -0.13
C 0.4437 3.8388 -1.3127 -0.01 -0.01 0.06
C 1.5051 3.0994 -1.7257 -0.09 0.01 0.01
C 1.2213 1.7538 -1.3740 0.19 -0.14 -0.07
N 0.0534 1.6298 -0.7132 -0.09 0.02 0.02
C -2.3816 4.5454 -0.6723 0.06 0.01 0.00
C -3.0909 5.2633 0.3028 0.00 0.01 -0.01
C -3.6422 6.4920 -0.0058 0.00 -0.01 0.00
C -3.5256 7.0029 -1.2936 0.01 0.01 -0.02
C -2.8479 6.2900 -2.2748 0.00 -0.02 0.02
C -2.2682 5.0730 -1.9668 -0.03 0.02 -0.01
C -1.1179 -1.6061 4.2603 -0.04 0.06 -0.05
C 0.0067 -2.2629 3.9396 0.08 0.00 -0.11
N 1.2854 -0.7666 0.0736 0.09 0.13 -0.07
H 5.6895 1.5953 -5.5782 0.00 0.00 -0.01
H 3.2803 1.9421 -6.0017 0.00 0.00 0.00
H 1.6429 1.5623 -4.2052 -0.01 -0.01 0.00
H 4.8322 0.4431 -1.5519 0.00 0.00 0.01
H 6.4635 0.8530 -3.3535 0.01 0.00 0.00
H 3.6964 -1.7239 -2.0572 0.00 0.01 -0.01
H 3.2635 -3.4374 -0.0446 0.00 -0.01 0.00
H 0.4762 -4.9120 2.5354 -0.01 0.00 0.00
H 1.7894 -6.7713 3.4950 0.00 -0.01 0.00
H 4.2031 -6.4831 3.9283 0.00 -0.01 0.00
H 5.3095 -4.3382 3.4065 0.01 0.00 0.00
H 4.0116 -2.4800 2.4410 0.00 0.02 0.00
H -3.8781 -2.4968 3.6706 0.01 -0.02 -0.03
H -5.7054 -2.8325 5.2900 -0.01 0.00 0.00
H -6.6663 -0.9015 6.4911 -0.01 0.00 0.01
H -5.7848 1.3716 6.0860 0.00 0.01 0.01
H -3.9431 1.7138 4.4839 0.00 0.01 -0.01
H -5.0015 1.3046 2.1237 0.00 -0.01 -0.04
H -4.6018 2.8831 -0.0224 -0.01 0.03 0.00
H 0.3206 4.9066 -1.3744 -0.03 0.03 -0.01
H 2.4071 3.4382 -2.2053 0.01 0.01 0.00
H -3.1594 4.8846 1.3136 0.00 -0.03 0.02
H -4.1596 7.0576 0.7565 0.00 0.00 0.00
H -3.9681 7.9599 -1.5346 -0.01 0.01 0.00
H -2.7800 6.6807 -3.2804 0.00 0.00 -0.01
H -1.7755 4.4988 -2.7399 0.03 -0.02 -0.01
H -1.6485 -1.6007 5.1979 -0.02 0.00 0.00
H 0.6016 -2.9110 4.5620 0.02 -0.01 0.00
C -7.6407 -5.5317 -1.1611 -0.01 0.01 0.03
C -6.7344 -4.3523 -0.9906 -0.03 -0.03 -0.02
C -5.8914 -4.2506 0.1237 0.02 -0.02 0.02
C -5.0469 -3.1732 0.2833 -0.02 0.03 0.02
C -5.0422 -2.1845 -0.6999 -0.11 0.03 -0.09
C -5.8691 -2.2497 -1.8209 -0.01 -0.12 0.04
C -6.7085 -3.3414 -1.9519 0.06 0.07 -0.01
S -4.0568 -0.7826 -0.5444 -0.18 0.31 -0.08
O -4.0851 0.0325 -1.7128 0.06 0.06 0.01
O -4.7216 -0.0881 0.6845 0.04 -0.28 0.10
N -2.5738 -1.2376 -0.1057 0.10 -0.42 0.01
C -1.9313 -1.9330 -1.1796 -0.27 0.02 -0.01
C -2.1408 -3.2251 -1.6276 0.00 0.03 -0.07
C -1.4017 -3.6253 -2.7290 0.04 0.04 -0.01
C -0.4777 -2.7571 -3.3149 -0.03 -0.01 0.00
C -0.2676 -1.5210 -2.7503 -0.07 0.03 -0.01
N -0.9970 -1.1195 -1.6923 0.17 -0.17 0.03
H -7.8015 -6.0546 -0.2209 0.01 0.00 0.00
H -7.2028 -6.2380 -1.8696 0.00 -0.01 0.00
H -8.6059 -5.2267 -1.5625 0.00 0.00 -0.01
H -5.9155 -5.0284 0.8757 0.01 0.01 0.01
H -4.4063 -3.0921 1.1512 0.02 0.02 0.05
H -5.8542 -1.4670 -2.5650 0.00 0.04 -0.02
H -7.3619 -3.4067 -2.8120 0.00 0.00 -0.01
H -2.8619 -3.8719 -1.1514 -0.01 0.00 -0.01
H -1.5457 -4.6148 -3.1422 0.00 -0.01 0.00
H 0.0838 -3.0489 -4.1907 -0.01 -0.02 0.00
H 0.4567 -0.8215 -3.1413 0.02 -0.02 0.01
```
Forces are in eV/Å.

## Properties
Charge = +3
Total energy = -3101.9242 hartree

Here are the Löwdin charges for atoms 1 to 8, given in e:
1. Mo 1.750
2. C -0.034
3. C -0.041
4. C -0.036
5. C -0.209
6. C -0.025
7. C -0.036
8. C -0.046


Question: The lowest charge belongs to which entry?
Answer: C56H34CaF15GeN2O3P2S2


Question: What is the charge in the second record?
Answer: +3


Question: Which formula does entry 1 have?
Answer: C56H34CaF15GeN2O3P2S2